{"formula": "C20H42NP3RhSe", "method": "wB97M-V/def2-TZVPD", "multiplicity": 5, "e_above_lowest_kj_mol": 0.0, "lumo_energy_ev": [-8.14, -12.57], "charge": 3, "homo_ev": [-15.603, -16.715], "symbols": ["Rh", "P", "P", "P", "H", "C", "C", "H", "C", "C", "C", "C", "C", "C", "C", "C", "C", "H", "H", "H", "H", "H", "H", "H", "H", "H", "H", "H", "H", "H", "H", "H", "H", "H", "H", "H", "H", "H", "H", "H", "H", "H", "H", "H", "H", "H", "C", "C", "C", "C", "C", "C", "Se", "H", "H", "H", "H", "H", "H", "C", "C", "C", "N", "H", "H", "H", "H", "H"], "xyz": [[-0.61075, 0.28101, 0.13372], [-1.98797, 1.52225, -1.09294], [-1.98777, -0.33163, 2.00012], [-0.82766, -1.71327, -0.82072], [5.51507, 0.29725, -2.97977], [4.95273, 0.31521, -3.92240], [3.65581, 0.72031, -4.01632], [3.08750, 1.04288, -3.15199], [-1.67995, 3.33119, -1.12210], [-3.80066, 1.37661, -0.90685], [-1.50875, 1.02053, -2.78222], [-1.04673, -1.13794, 3.36401], [-2.85344, 1.02873, 2.90505], [-3.37545, -1.52710, 1.74600], [0.32923, -1.92710, -2.21820], [-2.46007, -2.23059, -1.49326], [-0.29413, -3.04698, 0.31085], [5.51279, 0.06347, -4.83616], [3.22362, 0.80726, -5.01143], [-0.60601, 3.51779, -1.27940], [-1.99212, 3.80156, -0.17539], [-2.24937, 3.77942, -1.95364], [-4.10489, 1.63474, 0.12055], [-4.16720, 0.36502, -1.13940], [-4.28946, 2.08403, -1.59772], [-0.40802, 1.03565, -2.79889], [-1.90688, 1.75423, -3.49251], [-1.87645, 0.01495, -3.02781], [-1.70743, -1.40052, 4.20411], [-0.27321, -0.45131, 3.72688], [-0.54916, -2.05035, 3.01649], [-3.36020, 0.65259, 3.80555], [-3.60767, 1.49766, 2.26394], [-2.13795, 1.79799, 3.21690], [-4.02131, -1.56011, 2.63512], [-2.99220, -2.53823, 1.57347], [-4.00160, -1.23401, 0.89650], [0.16483, -2.91242, -2.67021], [1.36268, -1.86393, -1.86180], [0.16757, -1.15107, -2.97037], [-2.31889, -3.19354, -2.00064], [-2.86203, -1.51693, -2.22040], [-3.20077, -2.36716, -0.69986], [-0.16161, -3.96504, -0.27482], [-1.01750, -3.23946, 1.10899], [0.67175, -2.78515, 0.76133], [3.23068, -1.49561, 0.77260], [3.51489, -0.81748, -0.43445], [3.85712, -1.56620, -1.56917], [3.96066, -2.95773, -1.52341], [3.63009, -3.62136, -0.33764], [3.23536, -2.89470, 0.79057], [2.91349, -0.57051, 2.43890], [3.94492, 0.41021, 2.20257], [3.51208, 0.27577, -0.45790], [4.06699, -1.08211, -2.51675], [4.29451, -3.50907, -2.40967], [3.67747, -4.70192, -0.26006], [2.95168, -3.37620, 1.72799], [-0.28791, 4.91405, 3.37949], [0.57623, 3.71907, 2.91613], [-0.04471, 2.74739, 2.02068], [-0.27903, 1.92085, 1.22942], [-0.81884, 5.38602, 2.54488], [0.30171, 5.70573, 3.86369], [-1.02597, 4.60876, 4.13131], [1.46456, 4.11012, 2.40100], [0.92571, 3.19642, 3.81750]], "forces_ev_per_angstrom": [[0.514, -0.627, 0.919], [-1.854, 1.767, -1.672], [-1.825, -0.689, 1.994], [0.546, -1.924, -0.908], [-0.271, 0.004, -0.412], [-1.252, 0.798, -0.515], [2.251, -0.464, -0.331], [-0.074, -0.004, -0.009], [0.020, -0.090, 0.157], [-0.229, 0.002, -0.194], [-0.175, 0.122, 0.045], [0.288, 0.056, -0.158], [0.204, 0.096, -0.164], [0.020, 0.079, -0.080], [-0.175, -0.173, -0.108], [0.199, -0.158, 0.129], [-0.098, -0.297, -0.187], [-0.284, 0.104, 0.566], [-0.185, -0.050, 0.329], [-0.367, -0.034, 0.041], [0.092, -0.191, -0.382], [0.191, -0.172, 0.315], [0.176, -0.057, -0.410], [0.212, 0.296, 0.083], [0.140, -0.237, 0.222], [-0.331, 0.035, -0.262], [0.132, -0.199, -0.033], [0.173, 0.459, -0.010], [0.075, 0.163, -0.330], [-0.156, -0.070, -0.001], [-0.140, 0.170, 0.029], [0.198, -0.099, -0.316], [0.155, -0.086, 0.104], [-0.207, -0.189, -0.056], [0.309, 0.105, -0.129], [-0.085, 0.208, 0.016], [0.126, 0.009, 0.187], [0.052, 0.149, -0.024], [-0.302, 0.034, -0.001], [0.075, -0.205, 0.050], [-0.059, 0.170, 0.085], [0.173, -0.164, 0.182], [0.231, 0.011, -0.185], [-0.068, 0.046, 0.184], [0.126, 0.023, -0.201], [-0.313, 0.011, -0.175], [-0.033, 1.058, 0.501], [0.655, -0.065, -0.760], [-0.180, 0.970, 0.656], [-0.055, -0.330, 0.351], [-0.320, 0.040, 0.998], [-0.115, -1.058, -0.041], [0.132, -1.486, -1.176], [0.262, 0.691, -0.231], [-0.003, -0.377, -0.145], [-0.120, 0.076, 0.315], [-0.172, 0.179, 0.393], [0.040, 0.084, -0.082], [0.228, -0.243, -0.357], [-0.654, 0.240, 0.067], [-0.017, 0.930, 0.783], [0.410, -1.380, -1.622], [1.485, 3.078, 2.832], [0.138, -0.146, 0.136], [0.161, -0.504, -0.291], [0.098, -0.063, -0.288], [-0.153, -0.285, -0.097], [-0.012, -0.148, -0.321]]}

=====

{"formula": "H2P2S", "method": "wB97M-V/def2-TZVPD", "multiplicity": 1, "e_above_lowest_kj_mol": 5.6, "lumo_energy_ev": -1.60, "homo_ev": -8.558, "smiles": "[PH2]#P=S", "symbols": ["P", "P", "S", "H", "H"], "xyz": [[0.28073, 1.10579, -0.06887], [-0.85335, -0.74248, -0.87801], [-1.72020, -1.69341, 0.59910], [1.39169, 0.62219, -0.89602], [0.90114, 0.70791, 1.24379]], "forces_ev_per_angstrom": [[0.934, -1.315, 0.183], [-0.200, 0.011, 1.723], [0.637, 0.715, -1.079], [-0.558, 0.527, 0.590], [-0.814, 0.061, -1.417]]}

=====

{"formula": "C4H8N3", "method": "wB97M-V/def2-TZVPD", "multiplicity": 1, "e_above_lowest_kj_mol": 641.7, "lumo_energy_ev": -4.58, "charge": 1, "homo_ev": -13.288, "symbols": ["C", "C", "C", "C", "N", "N", "N", "H", "H", "H", "H", "H", "H", "H", "H"], "xyz": [[-0.82109, 1.21029, -0.23836], [0.51141, 1.21699, -0.44698], [-0.48605, -1.04623, 0.00453], [2.37225, -0.55427, 0.16543], [-1.32894, -0.03794, 0.08217], [1.17746, 0.07699, -0.24139], [-2.71157, -0.14937, 0.29124], [-1.51323, 2.12666, -0.40852], [0.96853, 2.18320, -0.49368], [-0.29419, -2.04903, 0.23455], [2.52485, -1.64662, 0.01600], [3.27529, -0.24543, -0.36053], [2.63005, -0.31847, 1.19277], [-2.97909, -1.08005, 0.60511], [-3.32567, 0.31328, -0.40233]], "forces_ev_per_angstrom": [[-2.213, 1.888, -0.596], [1.471, -0.476, 1.544], [3.749, 5.634, -0.268], [2.650, -0.168, 0.390], [-0.198, -1.321, -1.413], [-6.280, -3.494, -0.327], [0.162, -0.021, 0.360], [1.255, -2.118, 0.586], [0.763, 0.251, -0.537], [-0.414, -1.227, 0.376], [-1.364, 0.565, 0.032], [-0.244, 0.801, -0.592], [-0.364, -0.117, 0.379], [0.029, 0.375, -0.351], [0.998, -0.572, 0.417]]}

=====

{"formula": "C6H18N6O12", "method": "wB97M-V/def2-TZVPD", "multiplicity": 1, "e_above_lowest_kj_mol": 143.0, "lumo_energy_ev": -0.43, "homo_ev": -11.033, "smiles": "C[N+](=O)[O-].C[N+](=O)[O-].C[N+](=O)[O-].C[N+](=O)[O-].C[N+](=O)[O-].C[N+](=O)[O-]", "symbols": ["C", "N", "O", "O", "H", "H", "H", "C", "N", "O", "O", "H", "H", "H", "C", "N", "O", "O", "H", "H", "H", "C", "N", "O", "O", "H", "H", "H", "C", "N", "O", "O", "H", "H", "H", "C", "N", "O", "O", "H", "H", "H"], "xyz": [[-0.04173, 8.11706, 16.72112], [-0.30830, 6.80012, 17.33274], [-1.48200, 6.44861, 17.45944], [0.67001, 6.10010, 17.65112], [-0.63434, 8.20006, 15.81007], [1.02034, 8.26291, 16.52404], [-0.47955, 8.78457, 17.46331], [-13.40837, -0.05897, 13.85693], [-14.79348, 0.27917, 14.22905], [-15.24068, -0.00586, 15.31529], [-15.46425, 0.83723, 13.35643], [-13.46621, -1.13022, 13.66408], [-12.64445, 0.15154, 14.60540], [-13.13078, 0.45933, 12.93910], [-13.63603, 2.35244, 21.31383], [-15.12814, 2.54030, 21.47682], [-15.59444, 2.31934, 22.61966], [-15.71794, 2.90345, 20.49342], [-13.49844, 1.83685, 20.36339], [-13.19921, 1.74039, 22.10294], [-13.25524, 3.37342, 21.28759], [-8.15177, 8.66854, 22.17870], [-8.14830, 8.03723, 23.59464], [-7.32664, 8.46083, 24.35806], [-8.91664, 7.11040, 23.88850], [-7.38953, 8.26667, 21.51116], [-8.03841, 9.75226, 22.15012], [-9.07905, 8.46275, 21.64400], [-6.79853, 3.18215, 18.00519], [-7.54221, 1.94285, 17.98168], [-7.54561, 1.31560, 16.93132], [-8.07385, 1.58959, 19.03215], [-5.73736, 2.96680, 18.13033], [-7.19659, 3.73408, 18.85667], [-6.98548, 3.76218, 17.10147], [-1.03341, 1.69587, 14.48553], [-1.29569, 0.21393, 14.37252], [-2.09062, -0.27816, 15.07817], [-0.70661, -0.29228, 13.47615], [-0.58101, 2.03116, 13.55224], [-0.27593, 1.77225, 15.26558], [-1.93058, 2.24776, 14.76590]], "forces_ev_per_angstrom": [[-0.535, 0.343, 0.145], [0.634, -2.392, 0.123], [1.328, 0.645, -0.085], [-1.613, 1.274, -0.419], [0.056, -0.161, 0.108], [-0.256, -0.132, 0.330], [0.377, 0.417, -0.216], [0.702, -0.570, -0.530], [-1.396, 1.475, -0.715], [0.656, -0.327, 0.191], [0.759, -0.508, 0.512], [0.310, 0.001, 0.037], [-0.616, -0.035, 0.377], [-0.407, -0.040, 0.130], [-0.340, -0.150, -0.253], [0.433, -0.956, 2.318], [0.527, 0.576, -2.429], [-0.467, 0.066, 0.254], [-0.002, 0.333, -0.013], [-0.392, 0.378, 0.153], [0.245, -0.248, -0.026], [-0.876, -0.232, -0.672], [-0.685, -1.004, -0.508], [0.575, 0.653, 0.150], [0.642, 1.440, -1.315], [0.378, -0.386, 0.776], [0.184, -0.156, 0.939], [-0.220, -0.311, 0.628], [0.057, 1.588, 0.468], [-0.527, -1.582, 0.000], [-0.199, 0.266, 0.703], [0.321, 0.175, -1.029], [-0.159, -0.062, -0.060], [0.370, 0.000, -0.017], [0.129, -0.383, -0.067], [0.551, 0.112, 0.497], [0.442, 3.461, -1.282], [-1.935, -1.496, 2.194], [1.323, -1.795, -1.568], [-0.311, -0.133, 0.114], [-0.139, 0.180, 0.100], [0.073, -0.321, -0.045]]}

=====

{"formula": "C19H21F2N3O3", "method": "wB97M-V/def2-TZVPD", "multiplicity": 1, "e_above_lowest_kj_mol": 0.0, "lumo_energy_ev": 0.68, "homo_ev": -8.809, "smiles": "COC(=O)CCCC(=O)N[C@@H]1CCCc2c1cnn2-c1ccc(F)cc1F", "symbols": ["C", "O", "C", "O", "C", "C", "C", "C", "O", "N", "C", "C", "C", "C", "C", "C", "C", "N", "N", "C", "C", "C", "C", "F", "C", "C", "F", "H", "H", "H", "H", "H", "H", "H", "H", "H", "H", "H", "H", "H", "H", "H", "H", "H", "H", "H", "H", "H"], "xyz": [[-0.27110, -3.63211, 1.15296], [-1.61867, -3.33716, 0.79904], [-1.80621, -2.51528, -0.23195], [-0.91365, -2.06729, -0.90770], [-3.28205, -2.23698, -0.41735], [-3.56453, -1.31655, -1.60736], [-4.56498, -0.21088, -1.24950], [-4.01584, 0.63106, -0.10653], [-4.41502, 0.53946, 1.03591], [-3.03414, 1.47739, -0.48535], [-2.16856, 2.15249, 0.47342], [-1.65776, 3.47582, -0.10640], [-0.59192, 3.25722, -1.18452], [0.66555, 2.60044, -0.60503], [0.25084, 1.45516, 0.24262], [-1.00295, 1.27035, 0.78278], [-0.91839, 0.06260, 1.49515], [0.28539, -0.45612, 1.38985], [0.99997, 0.39433, 0.63611], [2.29656, 0.04786, 0.24070], [2.52620, -1.22216, -0.28294], [3.79240, -1.60681, -0.67702], [4.83527, -0.70496, -0.54971], [6.07040, -1.06675, -0.93736], [4.64774, 0.56494, -0.03400], [3.37373, 0.92297, 0.36386], [3.18905, 2.14641, 0.89425], [-0.32552, -4.34515, 1.97114], [0.25518, -4.06878, 0.30122], [0.23154, -2.71352, 1.46897], [-3.63155, -1.77824, 0.51072], [-3.79644, -3.19434, -0.50766], [-2.61629, -0.87446, -1.92539], [-3.95268, -1.89308, -2.44854], [-5.50706, -0.65426, -0.92565], [-4.75263, 0.41910, -2.12076], [-2.67040, 1.39259, -1.42189], [-2.78203, 2.32010, 1.36476], [-2.49890, 4.03172, -0.52378], [-1.22816, 4.06632, 0.70452], [-0.32635, 4.21647, -1.63147], [-0.99302, 2.62490, -1.97999], [1.33451, 2.27350, -1.40573], [1.20921, 3.32823, 0.00511], [-1.67928, -0.42404, 2.07190], [1.68197, -1.88471, -0.38768], [3.97818, -2.58631, -1.08628], [5.46994, 1.25392, 0.06906]], "forces_ev_per_angstrom": [[0.439, 0.076, 0.003], [-0.343, -0.084, 0.185], [-0.143, -0.007, -0.185], [0.094, -0.089, -0.049], [0.192, 0.151, -0.162], [0.001, -0.011, 0.035], [0.023, -0.139, 0.106], [-0.363, -0.080, -0.664], [-0.045, -0.113, 0.500], [0.176, 0.428, -0.192], [-0.033, 0.044, 0.195], [-0.098, -0.099, -0.087], [0.070, 0.071, 0.177], [0.033, 0.097, -0.146], [-0.418, 0.022, 0.158], [0.319, 0.180, -0.080], [0.255, 0.269, -0.185], [0.174, -0.475, 0.544], [-0.515, 0.464, 0.092], [0.593, -0.127, -0.175], [0.082, 0.291, 0.030], [0.228, 0.021, 0.001], [-0.255, 0.107, 0.093], [-0.056, 0.026, 0.020], [0.031, -0.109, -0.064], [-0.174, -0.226, -0.024], [-0.012, -0.171, -0.037], [-0.015, -0.001, -0.042], [-0.019, -0.008, 0.070], [-0.026, -0.236, -0.055], [-0.011, -0.096, 0.059], [-0.005, 0.000, 0.068], [-0.083, -0.059, -0.058], [0.060, 0.037, -0.017], [-0.001, 0.126, 0.029], [-0.040, 0.011, -0.005], [-0.077, -0.106, 0.034], [0.119, 0.039, -0.168], [-0.008, 0.027, 0.073], [-0.003, 0.056, 0.038], [-0.025, -0.053, -0.072], [0.010, 0.022, -0.110], [0.037, 0.044, 0.041], [0.031, -0.032, -0.080], [-0.178, -0.191, 0.155], [-0.133, -0.072, -0.014], [0.034, -0.097, -0.049], [0.076, 0.071, 0.015]]}

=====

{"formula": "C3H5NO2Si", "method": "wB97M-V/def2-TZVPD", "multiplicity": 1, "e_above_lowest_kj_mol": 123.2, "lumo_energy_ev": [-0.87, -0.87], "homo_ev": [-9.172, -9.170], "smiles": "O[Si@@H]1N=CC=CO1", "symbols": ["O", "Si", "N", "C", "C", "C", "O", "H", "H", "H", "H", "H"], "xyz": [[-1.26416, -0.46625, -2.26576], [-1.12763, 0.07983, -0.75865], [-0.08112, 1.41148, -0.60483], [1.02600, 1.17792, 0.42951], [1.01739, 0.05039, 1.25872], [0.37174, -1.15214, 0.99595], [-0.48992, -1.31346, -0.09485], [-0.93133, 0.24466, -2.86234], [-2.50230, -0.02842, -0.16086], [1.69731, 1.99721, 0.35975], [1.66657, 0.12299, 2.21626], [0.61745, -2.12421, 1.48710]], "forces_ev_per_angstrom": [[0.222, 1.422, -2.095], [-1.163, -0.672, 0.726], [4.987, -0.969, 4.511], [-7.018, 0.748, -5.681], [1.362, -1.335, 2.576], [-0.656, 0.255, -2.310], [2.843, -0.207, 3.564], [-0.363, -0.984, 0.176], [0.378, 0.799, -0.091], [0.809, 0.266, 0.631], [-0.995, -0.483, -1.854], [-0.406, 1.161, -0.154]]}